# 1
# C9H24F10N8O23S10

A cluster of 8 separate species, C9H24F10N8O23S10 in total at a distorted geometry (the ωB97M-V functional and the def2-TZVPD basis, OMol25).

Summary:
- expectation value of S² = 0.75
- gap between HOMO and LUMO (alpha / beta) (eV) = 2.57 / 6.30
- HOMO level (alpha / beta) (eV) = 0.4 / -3.3

The geometry in ORCA input format:
```
! RIJCOSX wB97M-V def2-TZVPD def2/J DEFGRID3
* xyz -3 2
C -16.1405 -21.7601 -0.4402
C -16.2182 -21.0571 0.9559
O -15.9508 -19.8696 1.2030
N -16.9527 -21.9590 2.0296
H -17.8897 -22.0039 1.6555
H -16.5589 -22.8876 1.9762
C -17.0245 -21.4361 3.4645
H -17.0589 -22.2310 -0.7907
H -15.5639 -22.6462 -0.1747
H -15.6613 -21.2301 -1.2634
H -17.6306 -20.5339 3.3822
H -16.0433 -21.2420 3.8978
H -17.5227 -22.2218 4.0323
C -13.9458 -16.8468 0.8019
C -14.2357 -16.5532 -0.6768
O -15.3187 -16.6173 -1.2358
N -12.9158 -16.1623 -1.3401
H -13.1948 -15.3480 -1.8685
H -12.1596 -15.7586 -0.8061
C -12.2749 -17.1866 -2.2570
H -14.7030 -16.2269 1.2818
H -13.0159 -16.6419 1.3324
H -14.2319 -17.8647 1.0667
H -12.9167 -17.0748 -3.1309
H -12.3168 -18.1438 -1.7373
H -11.2949 -16.7199 -2.3566
C -20.8961 -18.7210 7.7180
C -20.0998 -19.1712 6.4420
O -19.0359 -19.8750 6.5372
N -20.6544 -18.5825 5.1388
H -21.6562 -18.4992 5.2367
H -20.1199 -17.7640 4.8850
C -20.2714 -19.3989 3.8769
H -20.0901 -18.4024 8.3790
H -21.4678 -19.6103 7.9835
H -21.6214 -17.9481 7.4635
H -19.3596 -18.8756 3.5891
H -21.0169 -19.3849 3.0818
H -20.0962 -20.4531 4.0912
N -14.4742 -22.0943 9.0531
S -13.1483 -21.4856 8.8536
O -13.0841 -20.1512 8.2849
O -12.0402 -22.3769 8.5580
F -12.8996 -21.1640 10.3938
S -14.5259 -22.7113 7.4750
O -13.7637 -23.9395 7.2328
O -14.5094 -21.7611 6.3842
F -16.0886 -23.2508 7.4231
N -20.6450 -25.0102 6.9585
S -20.0266 -23.5853 7.1268
O -19.1066 -23.2287 6.0256
O -19.7344 -23.1287 8.4858
F -21.3731 -22.6977 6.7896
S -19.1041 -25.7954 7.2567
O -18.3995 -25.6865 8.4600
O -18.2715 -25.8653 6.0621
F -19.6842 -27.3140 7.1328
N -19.4725 -21.4671 1.1728
S -20.0582 -20.3913 0.2948
O -21.3455 -19.8395 0.7351
O -19.8688 -20.3242 -1.1293
F -19.0580 -19.2632 0.8639
S -20.5646 -22.6972 0.8485
O -20.6055 -23.1460 -0.5630
O -21.7674 -22.7332 1.6806
F -19.7164 -23.8411 1.6396
N -14.1901 -21.2122 -4.5587
S -14.8112 -22.7343 -4.1788
O -15.0729 -23.1585 -2.7943
O -14.3335 -23.7094 -5.1822
F -16.3319 -22.5450 -4.7742
S -13.0387 -21.3791 -3.6175
O -12.1314 -22.4256 -3.8716
O -13.3558 -20.9883 -2.1830
F -12.1803 -20.1696 -4.1492
N -15.9775 -24.5874 1.8753
S -17.0333 -25.9000 1.2999
O -18.0530 -26.3926 2.2513
O -16.4333 -26.7930 0.3213
F -17.8545 -24.9957 0.2849
S -15.0635 -25.6023 2.5850
O -13.9688 -26.0749 1.7740
O -15.6515 -26.4243 3.6798
F -14.3303 -24.4049 3.4010
*
```

=====

# 2
# CH3NO4

A structure of composition CH3NO4 at a distorted geometry (the ωB97M-V functional and the def2-TZVPD basis, OMol25).

Summary:
- gap between HOMO and LUMO (alpha / beta) (eV) = 9.29 / 9.29
- HOMO level (alpha / beta) (eV) = -9.9 / -9.9
- energy relative to the best compared isomer or geometry (same formula, charge and spin) (kJ/mol) = 267.5

The geometry in ORCA input format:
```
! RIJCOSX wB97M-V def2-TZVPD def2/J DEFGRID3
* xyz 0 1
N -0.6526 0.8788 -0.2091
C 0.8579 -0.1561 -0.2321
O 0.8044 0.7374 0.7662
O -1.8134 0.4952 0.4971
O 0.2817 -1.3862 -0.0197
O 1.8887 0.0288 -0.9363
H -1.7376 -0.4797 0.4890
H 1.0181 -2.0154 -0.1022
H -0.6472 1.8972 -0.2530
*
```

=====

# 3
# C13H11NO3SZn

A structure of composition C13H11NO3SZn (the ωB97M-V functional and the def2-TZVPD basis, OMol25).

Summary:
- gap between HOMO and LUMO (eV) = 7.11
- HOMO level (eV) = -7.4
- energy relative to the best compared isomer or geometry (same formula, charge and spin) (kJ/mol) = 0.0

The geometry in ORCA input format:
```
! RIJCOSX wB97M-V def2-TZVPD def2/J DEFGRID3
* xyz 0 1
Zn 0.6561 -1.1273 -1.4488
O 2.6866 -2.0471 -1.2083
C 3.2417 -1.7170 0.0688
C 2.1196 -1.5750 1.0634
C 2.4008 -1.3502 2.3992
C 1.3477 -1.1820 3.2815
C 0.0389 -1.2656 2.8060
C -0.1484 -1.4821 1.4436
N 0.8758 -1.6251 0.6042
H 3.2469 -2.6433 -1.6976
H 3.8023 -0.7667 -0.0098
H 3.9232 -2.5086 0.4081
H 3.4323 -1.3207 2.7329
H 1.5447 -1.0034 4.3211
H -0.7973 -1.1383 3.4691
H -1.1252 -1.5275 0.9849
O -3.1860 -1.1026 -1.0832
C -2.1075 -0.6593 -1.4402
O -1.1600 -1.4814 -1.8363
C -1.9098 0.8736 -1.4356
C -3.1255 1.5821 -1.3472
C -3.1847 2.9533 -1.2884
C -1.9950 3.6745 -1.2907
C -0.7952 3.0117 -1.3655
C -0.7095 1.6072 -1.4673
S 0.9801 1.0568 -1.5911
H -4.0333 0.9730 -1.3198
H -4.1326 3.4586 -1.1996
H -2.0056 4.7490 -1.2073
H 0.1186 3.5833 -1.3461
*
```